Entry 1:
An isolated ion of composition C28H31Cl2INO6S and charge -1. Source: OMol25; level of theory: ωB97M-V with the def2-TZVPD basis set.

- Kohn-Sham gap (eV) = 7.065
- SMILES string = CCCCc1c(CCCCOC=O)c(I)c(COC(C)=O)c2c1Nc1c(ccc([C@H](Cl)[C@H](C)Cl)c1C(=O)[O-])S2
- net charge = -1
- HOMO (eV) = -5.34
- electronic energy (Ha) = -3208.1480

Last columns: bonded neighbours and bond lengths (Å).
Geometry (Å):
1 C 3.90 1.16 1.82  C2 1.543, H40 1.089, H41 1.087, H42 1.089
2 C 3.45 2.06 0.64  C1 1.543, C3 1.543, H43 1.088, H44 1.089
3 C 2.98 1.29 -0.61  C2 1.543, C4 1.554, H45 1.091, H46 1.090
4 C 1.45 1.32 -0.88  C3 1.554, C5 1.509, H47 1.082, H48 1.091
5 C 0.79 -0.04 -0.80  C4 1.509, C6 1.403, C23 1.399
6 C 0.54 -0.83 -1.93  C5 1.403, C7 1.503, C14 1.391
7 C 1.00 -0.37 -3.29  C6 1.503, C8 1.531, H49 1.083, H50 1.088
8 C 2.33 -1.02 -3.70  C7 1.531, C9 1.526, H51 1.091, H52 1.090
9 C 2.73 -0.78 -5.15  C8 1.526, C10 1.523, H53 1.090, H54 1.088
10 C 1.70 -1.20 -6.19  C9 1.523, O11 1.458, H55 1.088, H56 1.089
11 O 1.40 -0.09 -7.08  C10 1.458, C12 1.352
12 C 0.08 0.12 -7.29  O11 1.352, O13 1.192, H57 1.100
13 O -0.57 0.94 -6.72  C12 1.192
14 C -0.11 -2.04 -1.77  C6 1.391, I15 2.121, C16 1.396
15 I -0.55 -3.17 -3.52  C14 2.121
16 C -0.54 -2.53 -0.54  C14 1.396, C17 1.508, C22 1.397
17 C -1.29 -3.84 -0.43  C16 1.508, O18 1.431, H58 1.083, H59 1.091
18 O -0.86 -4.63 0.69  C17 1.431, C19 1.365
19 C -1.77 -5.44 1.29  O18 1.365, C20 1.504, O21 1.201
20 C -3.04 -4.83 1.82  C19 1.504, H60 1.085, H61 1.085, H62 1.084
21 O -1.50 -6.60 1.47  C19 1.201
22 C -0.26 -1.75 0.58  C16 1.397, C23 1.398, S39 1.781
23 C 0.41 -0.53 0.46  C5 1.399, C22 1.398, N24 1.398
24 N 0.71 0.17 1.63  C23 1.398, C25 1.407, H63 1.010
25 C -0.36 0.41 2.51  N24 1.407, C26 1.380, C35 1.395
26 C -1.17 -0.65 2.87  C25 1.380, C27 1.390, S39 1.767
27 C -2.25 -0.46 3.72  C26 1.390, C28 1.379, H64 1.081
28 C -2.49 0.81 4.22  C27 1.379, C29 1.395, H65 1.082
29 C -1.67 1.88 3.87  C28 1.395, C30 1.503, C35 1.386
30 C -1.96 3.27 4.38  C29 1.503, Cl31 1.794, C32 1.520, H66 1.086
31 Cl -1.70 3.34 6.15  C30 1.794
32 C -3.37 3.71 4.02  C30 1.520, C33 1.519, Cl34 1.802, H67 1.086
33 C -3.62 3.58 2.53  C32 1.519, H68 1.089, H69 1.087, H70 1.087
34 Cl -3.60 5.43 4.51  C32 1.802
35 C -0.60 1.69 3.01  C25 1.395, C29 1.386, C36 1.524
36 C 0.30 2.82 2.53  C35 1.524, O37 1.242, O38 1.252
37 O 1.31 3.02 3.23  C36 1.242
38 O -0.08 3.38 1.48  C36 1.252
39 S -0.74 -2.24 2.23  C22 1.781, C26 1.767
40 H 4.92 1.41 2.12  C1 1.089
41 H 3.28 1.32 2.70  C1 1.087
42 H 3.89 0.11 1.56  C1 1.089
43 H 4.29 2.68 0.36  C2 1.088
44 H 2.66 2.72 1.00  C2 1.089
45 H 3.47 1.75 -1.47  C3 1.091
46 H 3.32 0.26 -0.57  C3 1.090
47 H 1.23 1.78 -1.83  C4 1.082
48 H 0.98 1.97 -0.14  C4 1.091
49 H 1.17 0.70 -3.29  C7 1.083
50 H 0.21 -0.53 -4.02  C7 1.088
51 H 3.09 -0.56 -3.07  C8 1.091
52 H 2.33 -2.09 -3.48  C8 1.090
53 H 3.65 -1.33 -5.34  C9 1.090
54 H 2.96 0.27 -5.31  C9 1.088
55 H 0.77 -1.55 -5.73  C10 1.088
56 H 2.08 -2.02 -6.80  C10 1.089
57 H -0.37 -0.56 -8.02  C12 1.100
58 H -1.11 -4.44 -1.31  C17 1.083
59 H -2.36 -3.64 -0.40  C17 1.091
60 H -2.85 -4.38 2.79  C20 1.085
61 H -3.77 -5.63 1.92  C20 1.085
62 H -3.46 -4.06 1.18  C20 1.084
63 H 1.25 1.01 1.48  N24 1.010
64 H -2.88 -1.28 4.01  C27 1.081
65 H -3.30 0.96 4.92  C28 1.082
66 H -1.28 3.97 3.91  C30 1.086
67 H -4.10 3.15 4.59  C32 1.086
68 H -2.77 3.95 1.96  C33 1.089
69 H -4.49 4.16 2.25  C33 1.087
70 H -3.81 2.54 2.27  C33 1.087

***

Entry 2:
A 2-piece molecular cluster, C28H31Cl3F5N3O5 overall in a non-equilibrium geometry. Source: OMol25; level of theory: ωB97M-V with the def2-TZVPD basis set.

- Kohn-Sham gap (eV) = 5.760
- net charge = +2
- HOMO (eV) = -13.39
- electronic energy (Ha) = -3505.3214

Last columns: bonded neighbours and bond lengths (Å).
Geometry (Å):
1 C 1.28 -1.31 1.40  C2 1.558, H31 1.127, H32 1.125, H33 1.133
2 C 0.96 -1.04 -0.10  C1 1.558, O3 1.215, O4 1.406
3 O 0.13 -1.74 -0.65  C2 1.215
4 O 1.61 0.01 -0.78  C2 1.406, C5 1.447
5 C 0.75 1.16 -0.88  O4 1.447, C6 1.597, H34 1.125, H35 1.134
6 C 1.25 2.37 0.03  C5 1.597, C7 1.578, H36 1.125, H37 1.120
7 C 2.71 2.74 -0.43  C6 1.578, C8 1.584, H38 1.128, H39 1.134
8 C 3.63 3.39 0.68  C7 1.584, C9 1.577, H40 1.128, H41 1.133
9 C 3.65 2.62 2.06  C8 1.577, C10 1.600, O15 1.459, C26 1.607
10 C 2.80 3.18 3.30  C9 1.600, Cl11 1.847, C12 1.594, H42 1.128
11 Cl 2.19 1.71 4.25  C10 1.847
12 C 1.51 4.03 2.92  C10 1.594, C13 1.579, Cl14 1.849, H43 1.117
13 C 0.11 3.39 3.30  C12 1.579, H44 1.126, H45 1.124, H46 1.136
14 Cl 1.60 5.61 3.88  C12 1.849
15 O 3.36 1.20 1.96  C9 1.459, C16 1.418
16 C 4.47 0.60 1.30  O15 1.418, O17 1.190, C18 1.588
17 O 4.34 -0.39 0.66  C16 1.190
18 C 5.79 1.45 1.52  C16 1.588, C19 1.570, C26 1.583, H47 1.127
19 C 6.83 0.40 2.05  C18 1.570, F20 1.391, F21 1.390, C22 1.621
20 F 7.95 0.99 2.64  C19 1.391
21 F 6.27 -0.56 2.87  C19 1.390
22 C 7.44 -0.43 0.80  C19 1.621, F23 1.386, F24 1.369, F25 1.367
23 F 6.97 -1.74 0.86  C22 1.386
24 F 7.04 0.05 -0.42  C22 1.369
25 F 8.80 -0.53 0.86  C22 1.367
26 C 5.19 2.54 2.50  C9 1.607, C18 1.583, Cl27 1.847, N28 1.512
27 Cl 5.55 2.06 4.25  C26 1.847
28 N 5.97 3.82 2.36  C26 1.512, C29 1.262
29 C 6.13 4.36 3.49  N28 1.262, O30 1.147
30 O 6.08 5.14 4.33  C29 1.147
31 H 0.89 -2.31 1.75  C1 1.127
32 H 2.38 -1.31 1.63  C1 1.125
33 H 0.84 -0.46 2.01  C1 1.133
34 H -0.30 0.83 -0.63  C5 1.125
35 H 0.76 1.55 -1.95  C5 1.134
36 H 0.53 3.21 -0.16  C6 1.125
37 H 1.16 2.06 1.10  C6 1.120
38 H 3.27 1.88 -0.89  C7 1.128
39 H 2.60 3.51 -1.26  C7 1.134
40 H 4.65 3.52 0.22  C8 1.128
41 H 3.28 4.45 0.89  C8 1.133
42 H 3.43 3.83 3.97  C10 1.128
43 H 1.44 4.34 1.85  C12 1.117
44 H -0.07 3.36 4.41  C13 1.126
45 H -0.09 2.41 2.79  C13 1.124
46 H -0.67 4.11 2.90  C13 1.136
47 H 6.17 2.09 0.67  C18 1.127
48 C -8.43 -6.93 -2.35  N49 1.482, H62 1.089, H63 1.090, H64 1.087
49 N -7.53 -5.75 -2.35  C48 1.482, C50 1.345, C54 1.344
50 C -6.22 -5.93 -2.59  N49 1.345, C51 1.382, H65 1.083
51 C -5.36 -4.85 -2.64  C50 1.382, C52 1.394, H66 1.085
52 C -5.84 -3.56 -2.44  C51 1.394, C53 1.394, C55 1.480
53 C -7.20 -3.42 -2.18  C52 1.394, C54 1.382, H67 1.084
54 C -8.03 -4.52 -2.13  N49 1.344, C53 1.382, H68 1.083
55 C -4.96 -2.38 -2.54  C52 1.480, C56 1.394, C60 1.393
56 C -5.23 -1.36 -3.46  C55 1.394, C57 1.381, H69 1.084
57 C -4.44 -0.24 -3.51  C56 1.381, N58 1.345, H70 1.083
58 N -3.39 -0.10 -2.68  C57 1.345, C59 1.345, C61 1.479
59 C -3.08 -1.07 -1.80  N58 1.345, C60 1.382, H71 1.086
60 C -3.85 -2.21 -1.71  C55 1.393, C59 1.382, H72 1.084
61 C -2.57 1.13 -2.71  N58 1.479, H73 1.089, H74 1.090, H75 1.088
62 H -8.06 -7.64 -1.62  C48 1.089
63 H -8.41 -7.36 -3.36  C48 1.090
64 H -9.44 -6.62 -2.10  C48 1.087
65 H -5.88 -6.95 -2.76  C50 1.083
66 H -4.31 -5.03 -2.85  C51 1.085
67 H -7.63 -2.44 -1.99  C53 1.084
68 H -9.09 -4.44 -1.93  C54 1.083
69 H -6.07 -1.44 -4.15  C56 1.084
70 H -4.63 0.57 -4.22  C57 1.083
71 H -2.22 -0.90 -1.16  C59 1.086
72 H -3.59 -2.96 -0.98  C60 1.084
73 H -1.54 0.85 -2.89  C61 1.089
74 H -2.68 1.63 -1.74  C61 1.090
75 H -2.92 1.79 -3.50  C61 1.088